Entry 1:
Computed, not measured: an isolated molecule of C2H6Cl3N3 at a distorted geometry, with wB97M-V/def2-TZVPD.

Each line ends with the Löwdin spin population.
Cartesian coordinates (Å):
C 0.382 -0.730 -0.966  0.05
C 0.035 0.232 1.307  0.02
N 0.897 -0.291 0.263  0.30
N 2.006 0.389 0.354  0.68
N 3.050 -0.187 -0.491  0.04
Cl 1.835 2.131 -0.532  0.74
Cl 3.157 -1.885 -0.047  0.10
Cl 4.508 0.558 0.160  0.02
H 0.680 -0.121 -1.714  0.01
H 0.827 -1.704 -1.033  0.01
H -0.756 -0.730 -0.827  0.00
H -0.869 0.871 0.946  0.01
H -0.463 -0.543 1.810  0.01
H 0.594 0.707 2.106  0.00

Forces on the atoms, in the same order (eV/Å):
C -2.812 -2.688 1.949
C -2.290 1.325 -0.484
N -0.749 1.998 3.270
N 3.488 -3.637 -0.775
N -0.707 0.584 2.062
Cl -0.852 4.695 -1.494
Cl 0.372 -1.205 -0.117
Cl -0.041 -0.015 -0.417
H 0.884 2.045 -2.578
H -0.562 -0.900 -1.093
H 1.674 -0.344 -0.592
H 1.930 -0.599 0.214
H -0.576 -1.667 0.509
H 0.241 0.408 -0.454

Values from the calculation:
Energy   -44200.5875 eV
Multiplicity   3

***

Entry 2:
Computed, not measured: C35H38AsBr2N4ORb as an isolated structure at a distorted geometry, with wB97M-V/def2-TZVPD.

Each line ends with the Löwdin charge.
Cartesian coordinates (Å):
Rb 0.633 0.972 0.471  0.76
Br -1.766 4.447 -2.775  0.79
C -1.891 4.618 -0.899  -0.61
C -2.403 5.815 -0.394  -0.19
C -2.520 6.022 0.948  -0.65
Br -3.222 7.666 1.580  0.74
C -2.109 5.013 1.858  -0.19
C -2.194 5.148 3.262  -0.04
C -1.769 4.132 4.065  -0.05
C -1.249 2.978 3.454  -0.17
N -1.154 2.810 2.162  0.08
C -1.584 3.804 1.344  -0.14
C -1.470 3.556 -0.099  -0.48
O -1.009 2.462 -0.528  -0.36
H -2.707 6.584 -1.090  0.09
H -2.598 6.058 3.686  0.07
H -1.825 4.202 5.143  0.10
H -0.902 2.158 4.080  0.09
C 2.549 1.843 3.416  -0.10
N 2.772 0.578 2.751  -0.31
C 4.146 0.476 2.302  -0.11
C 2.433 -0.556 3.603  -0.20
C 0.945 -0.752 3.850  -0.20
N 0.181 -1.099 2.659  -0.31
C 0.475 -2.433 2.184  -0.10
C -1.245 -0.960 2.898  -0.09
H 3.102 1.917 4.369  0.10
H 1.491 2.001 3.621  0.06
H 2.875 2.657 2.769  0.09
H 4.865 0.481 3.139  0.09
H 4.385 1.311 1.645  0.08
H 4.281 -0.444 1.737  0.08
H 2.938 -0.461 4.586  0.13
H 2.846 -1.452 3.141  0.11
H 0.513 0.157 4.268  0.10
H 0.827 -1.529 4.631  0.13
H 0.260 -3.203 2.948  0.10
H 1.518 -2.527 1.888  0.08
H -0.139 -2.650 1.306  0.06
H -1.602 -1.635 3.695  0.10
H -1.801 -1.192 1.988  0.08
H -1.475 0.066 3.177  0.07
C 4.831 0.921 -3.012  -0.05
C 3.870 0.561 -1.992  -0.25
N 3.091 0.266 -1.208  0.12
H 4.927 2.004 -3.059  0.09
H 4.481 0.546 -3.972  0.09
H 5.799 0.478 -2.778  0.09
C -0.786 0.571 -5.821  -0.09
C -0.254 -0.704 -5.736  -0.09
C -0.107 -1.316 -4.500  -0.11
C -0.481 -0.648 -3.342  -0.37
C -0.976 0.654 -3.421  -0.11
C -1.144 1.247 -4.665  -0.08
As -0.275 -1.391 -1.557  1.27
C 0.533 -3.117 -1.925  -0.41
C 1.791 -3.352 -1.378  -0.12
C 2.443 -4.559 -1.599  -0.09
C 1.839 -5.539 -2.366  -0.09
C 0.585 -5.316 -2.916  -0.08
C -0.064 -4.111 -2.697  -0.13
C -2.094 -1.867 -1.044  -0.39
C -3.023 -0.830 -0.976  -0.10
C -4.288 -1.059 -0.461  -0.07
C -4.633 -2.318 0.007  -0.09
C -3.710 -3.346 -0.041  -0.09
C -2.442 -3.124 -0.563  -0.12
H -0.914 1.042 -6.786  0.10
H 0.038 -1.234 -6.633  0.10
H 0.298 -2.324 -4.450  0.09
H -1.207 1.234 -2.531  0.06
H -1.547 2.248 -4.716  0.06
H 2.271 -2.581 -0.782  0.08
H 3.419 -4.731 -1.165  0.10
H 2.344 -6.481 -2.537  0.10
H 0.113 -6.079 -3.517  0.10
H -1.049 -3.944 -3.124  0.11
H -2.765 0.170 -1.309  0.09
H -4.999 -0.247 -0.420  0.11
H -5.619 -2.494 0.415  0.10
H -3.970 -4.328 0.329  0.10
H -1.728 -3.940 -0.590  0.09

Forces on the atoms, in the same order (eV/Å):
Rb 1.015 -0.358 0.836
Br 0.042 -0.086 -0.160
C -0.143 0.321 0.046
C -0.037 0.111 -0.051
C 0.101 -0.251 0.079
Br -0.043 0.097 0.002
C -0.134 0.305 0.017
C -0.003 0.002 0.019
C 0.017 -0.047 -0.074
C 0.011 -0.047 0.306
N 0.025 0.010 -0.149
C -0.009 -0.027 -0.059
C 0.010 -0.102 0.206
O -0.711 0.442 -0.643
H -0.017 0.022 0.007
H 0.009 -0.016 -0.038
H 0.008 -0.011 0.001
H 0.007 -0.008 0.009
C -0.016 0.186 0.118
N -0.128 -0.200 -0.090
C 0.089 0.011 0.017
C 0.128 0.023 0.145
C -0.065 -0.133 0.027
N 0.051 0.167 0.006
C -0.015 -0.253 -0.065
C -0.119 -0.040 0.040
H -0.005 0.014 -0.040
H -0.054 -0.019 0.027
H 0.011 0.022 0.004
H -0.008 0.008 0.003
H -0.001 0.024 -0.015
H 0.028 -0.074 -0.049
H -0.095 -0.012 -0.091
H -0.002 -0.039 -0.025
H -0.003 0.094 0.010
H 0.035 0.049 -0.071
H 0.013 0.042 -0.045
H 0.044 0.001 -0.015
H 0.046 0.004 0.061
H 0.005 0.022 -0.007
H 0.009 -0.013 -0.030
H -0.042 0.074 0.025
C 0.181 0.038 -0.175
C 0.001 -0.004 -0.115
N -0.225 -0.097 0.384
H 0.025 -0.022 -0.030
H 0.060 0.033 -0.026
H -0.028 0.041 -0.050
C -0.028 0.076 -0.068
C 0.022 -0.085 -0.062
C 0.076 -0.266 -0.056
C -0.184 0.030 0.160
C 0.048 0.011 -0.161
C 0.004 0.006 0.108
As 0.223 -0.212 -0.048
C -0.047 -0.010 0.016
C 0.049 0.010 -0.011
C 0.045 0.111 0.098
C 0.044 -0.139 -0.042
C -0.062 0.046 -0.029
C -0.149 -0.036 -0.002
C 0.016 0.042 -0.115
C -0.042 0.042 -0.008
C 0.030 0.026 -0.039
C -0.111 0.061 0.037
C 0.092 -0.097 -0.011
C 0.071 -0.068 0.007
H -0.003 0.017 -0.023
H 0.009 -0.006 -0.032
H -0.052 0.199 -0.010
H 0.010 -0.028 0.003
H -0.013 0.071 -0.034
H -0.046 -0.019 -0.027
H 0.026 -0.010 -0.004
H 0.004 -0.003 0.000
H -0.033 -0.054 -0.033
H 0.076 -0.009 0.029
H 0.026 -0.040 0.019
H -0.065 0.055 0.018
H -0.056 -0.008 0.020
H -0.021 -0.063 0.022
H -0.027 0.048 -0.003

Values from the calculation:
Relative energy (zero: lowest compared OMol25 entry of this formula, charge and spin)   50.9 kJ/mol

***

Entry 3:
Computed, not measured: C4H8N2O as an isolated structure, with wB97M-V/def2-TZVPD.

Each line ends with the natural charge from an NBO analysis.
Cartesian coordinates (Å):
N 2.093 0.310 -0.575  -0.80
C 0.726 0.061 -0.505  0.07
C -0.101 0.788 0.544  -0.44
C -1.542 0.299 0.666  -0.07
O -1.619 -1.039 1.119  -0.72
C 0.049 -0.250 -1.829  0.05
N 0.059 -1.371 -1.222  -0.48
H 2.663 -0.064 0.171  0.38
H 2.503 0.195 -1.491  0.39
H 0.558 -1.213 -0.113  0.33
H -0.096 1.848 0.259  0.24
H 0.392 0.702 1.520  0.21
H -2.062 0.428 -0.293  0.18
H -2.060 0.916 1.407  0.19
H -1.563 -1.612 0.342  0.48

Forces on the atoms, in the same order (eV/Å):
N 0.075 -0.089 -0.006
C -0.034 0.286 0.154
C 0.015 -0.047 0.034
C 0.003 0.330 -0.084
O -0.004 -0.202 -0.150
C -0.019 -0.467 0.280
N -0.075 0.356 -0.547
H -0.035 0.054 -0.117
H -0.043 -0.002 0.133
H 0.060 -0.041 0.188
H -0.011 -0.129 0.020
H -0.048 0.034 -0.120
H 0.062 -0.046 0.143
H 0.087 -0.068 -0.114
H -0.032 0.030 0.188

Values from the calculation:
Relative energy (zero: lowest compared OMol25 entry of this formula, charge and spin)   512.7 kJ/mol

***

Entry 4:
Computed, not measured: an isolated molecule of C7H8 at a distorted geometry, with wB97M-V/def2-TZVPD.

Each line ends with the natural charge from an NBO analysis.
Cartesian coordinates (Å):
C 0.441 -1.847 1.459  -0.64
C 0.189 -0.701 0.572  -0.01
C -0.866 0.151 0.812  -0.22
C -1.235 1.153 -0.116  -0.21
C -0.507 1.297 -1.285  -0.22
C 0.799 0.728 -1.333  -0.20
C 1.063 -0.320 -0.461  -0.22
H 0.876 -2.717 0.967  0.22
H -0.436 -2.213 1.993  0.22
H 1.107 -1.458 2.245  0.22
H -1.730 -0.059 1.440  0.21
H -2.284 1.424 -0.096  0.21
H -0.746 1.900 -2.152  0.21
H 1.539 1.104 -2.020  0.21
H 2.035 -0.802 -0.436  0.21

Forces on the atoms, in the same order (eV/Å):
C 0.534 -0.445 1.059
C -0.522 1.219 -0.431
C -1.664 0.354 -1.187
C -0.251 -1.577 -1.260
C 1.946 0.574 0.268
C -1.378 -0.603 0.889
C 0.824 0.326 0.475
H 0.264 0.198 -0.045
H -0.229 0.235 -0.188
H 0.144 -0.579 -0.104
H 0.729 -0.369 0.760
H 0.160 0.721 0.215
H -0.562 0.324 0.345
H 0.008 -0.299 -0.350
H -0.004 -0.080 -0.447

Values from the calculation:
Relative energy (zero: lowest compared OMol25 entry of this formula, charge and spin)   69.8 kJ/mol
Structure (SMILES)   Cc1ccccc1

***

Entry 5:
Computed, not measured: C3H9O2PS as an isolated structure at a distorted geometry, with wB97M-V/def2-TZVPD.

Each line ends with the natural charge from an NBO analysis.
Cartesian coordinates (Å):
C 1.518 -2.336 0.928  -0.27
C 0.867 2.732 0.011  -1.09
C -1.218 -0.705 -0.382  -0.82
O -1.447 1.948 0.960  -1.07
O 1.192 -1.759 -0.348  -0.70
P -0.020 1.765 1.239  1.27
S 0.504 -0.282 -0.543  0.61
H 2.637 -2.614 0.894  0.21
H 1.097 -1.668 1.772  0.20
H 0.863 -3.231 0.831  0.20
H 0.779 3.834 0.094  0.26
H 1.857 2.529 -0.153  0.23
H 0.227 2.614 -0.992  0.24
H -1.408 -1.007 0.580  0.22
H -1.583 -1.439 -1.115  0.23
H -1.800 0.340 -0.422  0.29

Forces on the atoms, in the same order (eV/Å):
C -0.891 -0.100 -0.021
C -3.670 1.723 -2.927
C -1.199 2.794 -2.174
O -1.381 0.215 -0.350
O 0.572 0.797 -0.570
P 1.398 -0.229 1.627
S -0.148 -0.524 -0.341
H -1.875 0.676 0.586
H 1.288 -1.087 -1.080
H 0.891 0.070 1.009
H -0.091 -0.473 0.717
H 2.474 -0.861 -0.396
H 1.522 -0.111 1.769
H -0.405 -1.037 2.394
H 0.297 0.487 0.112
H 1.218 -2.339 -0.355

Values from the calculation:
Relative energy (zero: lowest compared OMol25 entry of this formula, charge and spin)   316.3 kJ/mol

***

Entry 6:
Computed, not measured: a 10-piece molecular cluster, C35H70O15 overall at a distorted geometry, with wB97M-V/def2-TZVPD.

Each line ends with the Löwdin charge.
Cartesian coordinates (Å):
C 1.402 4.519 -3.644  -0.07
C 0.541 3.311 -3.927  -0.20
O 0.268 3.331 -5.358  0.03
C -0.707 2.586 -5.772  -0.59
C -1.003 2.727 -7.141  0.01
O -1.420 1.733 -5.215  0.06
H 1.497 4.701 -2.551  0.06
H 0.937 5.441 -4.280  0.16
H 2.294 4.458 -4.069  0.01
H 1.105 2.260 -3.815  0.16
H -0.273 3.446 -3.203  0.12
H -0.154 2.633 -7.582  0.04
H -1.667 3.559 -7.380  0.12
H -1.685 1.970 -7.464  0.10
C -3.334 3.313 7.736  -0.06
C -4.108 3.552 6.428  -0.21
O -3.478 2.867 5.304  -0.03
C -3.966 3.053 4.055  -0.37
C -3.318 2.221 2.970  0.03
O -4.767 4.106 3.822  -0.04
H -3.690 3.620 8.583  0.00
H -2.262 3.795 7.414  0.14
H -3.130 2.260 7.806  0.07
H -5.162 3.221 6.649  0.14
H -3.939 4.621 6.245  0.12
H -4.103 2.086 2.150  0.14
H -3.017 1.486 3.468  -0.02
H -2.468 2.719 2.512  0.08
C -0.079 1.060 1.936  -0.04
C 0.756 0.237 1.024  -0.33
O 0.261 0.234 -0.232  -0.02
C 0.486 -0.857 -1.035  -0.50
C -0.063 -0.616 -2.513  0.01
O 1.139 -1.807 -0.766  0.10
H -1.018 0.409 1.961  0.09
H -0.045 2.088 1.618  0.05
H 0.491 1.034 2.876  0.10
H 1.700 0.610 0.937  0.07
H 0.671 -0.716 1.497  0.11
H -0.403 0.521 -2.868  0.11
H -0.963 -1.312 -2.588  0.06
H 0.634 -0.897 -3.426  0.11
C 1.087 4.397 0.327  -0.07
C -0.042 5.392 -0.018  -0.26
O -1.230 4.801 0.310  -0.04
C -2.373 5.299 -0.344  -0.37
C -3.650 4.577 0.147  0.03
O -2.375 6.424 -0.957  0.04
H 1.200 3.882 1.431  0.14
H 1.924 4.861 0.203  0.00
H 0.976 3.573 -0.289  0.03
H -0.059 6.402 0.354  0.12
H 0.353 5.538 -1.176  0.15
H -4.497 4.956 -0.293  0.05
H -3.745 4.697 1.303  0.12
H -3.481 3.527 -0.010  0.07
C -3.965 -1.646 -2.994  -0.08
C -3.529 -2.924 -3.654  -0.22
O -2.478 -3.461 -2.871  -0.01
C -2.018 -4.635 -3.210  -0.53
C -1.057 -5.218 -2.122  0.02
O -2.226 -5.221 -4.276  0.07
H -3.149 -0.923 -2.781  0.09
H -4.522 -1.920 -2.091  0.09
H -4.578 -1.300 -3.650  0.01
H -4.349 -3.582 -4.010  0.14
H -3.156 -2.311 -4.651  0.18
H -0.702 -6.359 -2.449  0.17
H -1.637 -5.299 -1.096  0.12
H -0.459 -4.492 -1.993  -0.05
C -2.789 -1.622 0.665  0.03
C -3.565 -1.634 2.043  -0.35
C -2.855 -2.043 3.318  0.01
O -4.815 -1.358 2.014  0.01
H -3.511 -1.423 0.053  -0.01
H -2.486 -2.655 0.556  0.09
H -1.889 -0.956 0.682  0.08
H -2.016 -1.616 3.431  -0.01
H -2.724 -3.128 3.309  0.10
H -3.435 -1.749 4.098  0.06
C 2.276 -4.353 -3.305  -0.04
C 2.624 -4.822 -1.900  -0.41
C 3.610 -3.895 -1.096  -0.05
O 2.287 -5.953 -1.382  -0.02
H 1.284 -4.870 -3.736  0.12
H 3.220 -4.537 -3.946  0.12
H 1.884 -3.364 -3.245  0.04
H 3.680 -2.754 -0.901  0.07
H 4.677 -4.038 -1.557  0.11
H 3.850 -4.478 -0.214  0.05
C 5.570 -0.068 3.815  0.00
C 4.502 -0.540 2.755  -0.42
C 5.046 -1.436 1.601  -0.04
O 3.250 -0.367 2.875  0.00
H 5.216 -0.216 4.765  0.04
H 5.637 0.915 3.591  0.04
H 6.473 -0.687 3.999  0.10
H 5.847 -0.788 1.108  0.08
H 4.087 -1.733 0.776  0.14
H 5.459 -2.429 1.910  0.08
C 0.665 -6.622 1.755  -0.05
C -0.148 -5.537 2.365  -0.41
C 0.384 -4.148 2.259  -0.06
O -1.307 -5.867 3.030  -0.07
H 1.076 -7.325 2.534  0.11
H 1.521 -6.250 1.171  0.06
H 0.048 -7.151 1.047  0.08
H 1.452 -3.809 2.822  0.16
H -0.271 -3.281 2.677  0.07
H 0.223 -3.960 1.066  0.13
C 3.631 1.163 -1.652  -0.03
C 5.007 1.087 -1.213  -0.38
C 5.317 1.786 0.160  -0.07
O 6.009 0.369 -1.783  -0.05
H 3.423 1.797 -2.349  0.00
H 2.971 1.312 -0.701  0.12
H 3.322 0.247 -2.296  0.14
H 4.591 1.343 1.088  0.12
H 5.037 2.869 0.002  0.07
H 6.434 1.955 0.635  0.13

Forces on the atoms, in the same order (eV/Å):
C -3.975 2.237 0.028
C 2.074 -1.755 0.317
O 0.134 0.859 2.114
C -3.795 -3.275 1.246
C -5.436 1.154 -0.616
O 2.132 1.537 1.769
H -0.168 0.105 -0.921
H 0.659 -1.899 2.091
H 4.236 -0.549 -1.608
H -1.274 2.334 0.449
H -0.636 -0.867 -1.030
H 5.128 0.246 -3.946
H 0.989 0.879 0.021
H 0.048 -1.100 0.092
C 5.695 -1.555 -7.516
C -0.519 0.816 1.139
O -0.732 -1.090 -0.221
C -2.960 7.411 -0.387
C -4.120 6.321 -3.654
O 3.767 -5.923 0.995
H -2.316 2.376 4.518
H -2.270 -1.042 1.633
H 0.096 -0.616 0.243
H 0.835 0.553 -1.215
H -1.156 -0.239 -0.301
H 1.167 -0.351 1.307
H 2.526 -7.095 3.207
H 0.014 0.399 0.194
C -0.082 -1.062 0.414
C -0.896 -0.687 2.161
O -1.876 -1.147 -3.800
C -0.167 2.868 -2.855
C -0.888 1.271 -1.596
O 0.320 -1.116 0.997
H 0.599 2.055 0.500
H -1.143 0.393 -0.161
H -0.653 -0.129 0.131
H 3.076 0.555 0.417
H 0.937 -1.202 -0.172
H 0.659 -2.959 1.612
H 1.035 1.006 -0.102
H -0.906 0.106 2.431
C -4.477 -1.788 5.096
C 3.439 0.029 -2.301
O -3.254 -0.534 -2.179
C -0.433 4.778 0.469
C 3.214 -0.140 2.446
O 0.487 -5.301 2.057
H -0.809 1.672 -2.274
H 5.400 2.618 -1.073
H -0.082 -1.596 -1.504
H 0.630 0.288 0.558
H -2.364 -0.203 2.185
H -1.791 0.750 -1.203
H 0.317 0.015 -1.954
H -0.340 -0.556 -0.206
C 2.546 -2.705 4.850
C 1.166 3.492 -3.435
O -0.868 0.321 0.059
C 1.367 -3.783 -1.370
C -6.477 -7.143 -0.587
O -0.107 1.475 1.899
H -0.473 -0.669 -0.177
H 0.104 0.591 0.213
H -4.082 2.950 -3.768
H 0.822 -0.029 0.822
H 0.020 -2.692 1.654
H -0.541 3.605 0.889
H 0.919 0.001 -2.054
H 5.569 4.677 1.088
C 3.306 -1.124 5.817
C -3.384 1.072 -1.147
C -5.136 -3.409 -3.179
O 4.734 -1.013 0.339
H -3.683 1.591 -4.213
H 0.416 -0.280 -0.307
H -0.966 -0.524 -0.215
H 6.668 3.120 0.428
H 0.004 -0.006 0.056
H -1.958 0.486 2.381
C -1.523 -2.561 -0.811
C -0.494 -2.591 2.113
C 2.852 -0.440 -0.619
O 1.289 4.864 -2.276
H 2.636 0.311 0.829
H -1.758 0.666 0.755
H 0.701 1.290 -0.060
H -1.344 -2.034 -0.669
H -1.785 0.133 -0.093
H -0.583 0.336 0.790
C -0.785 -3.573 -1.594
C -2.712 -2.421 0.659
C -2.098 0.549 -2.138
O 4.528 0.186 -0.173
H -1.989 0.315 2.340
H 1.188 3.246 -0.255
H 0.003 0.639 -1.649
H -0.909 -1.272 0.237
H 2.951 1.240 2.555
H -0.162 1.062 0.132
C 1.038 -0.301 0.155
C -5.551 -1.931 4.817
C -0.171 3.695 -0.505
O 6.511 2.302 -3.994
H -0.721 0.647 -0.683
H -0.258 0.103 0.269
H -0.303 -0.532 -0.045
H -2.489 -1.669 -2.309
H 0.509 -2.036 -0.387
H 1.490 -0.161 2.542
C -1.590 -5.430 3.600
C 7.916 -3.900 -0.258
C 0.005 0.917 2.248
O -6.026 4.124 2.720
H -0.900 4.968 -3.769
H 0.869 -0.320 -2.025
H 0.613 0.744 1.719
H 1.854 1.278 -2.807
H -0.260 -0.979 0.342
H -2.604 -1.323 -1.788

Values from the calculation:
Relative energy (zero: lowest compared OMol25 entry of this formula, charge and spin)   1652.7 kJ/mol
Structure (SMILES)   CCOC(C)=O.CCOC(C)=O.CCOC(C)=O.CCOC(C)=O.CCOC(C)=O.CC(C)=O.CC(C)=O.CC(C)=O.CC(C)=O.CC(C)=O